# C17H18BN7O4V

C17H18BN7O4V as an isolated structure (the ωB97M-V functional and the def2-TZVPD basis, OMol25).

The calculation puts the total energy at -2311.767518 hartree. The multiplicity is 4. The value obtained for the LUMO energy (alpha / beta) is -0.0408 / -0.0408 hartree. The HOMO-LUMO gap (alpha / beta) comes out at 5.57 / 8.12 eV. The total charge is 0. As for the expectation value of S²: 3.77. The value obtained for the energy relative to the best compared isomer or geometry (same formula, charge and spin) is 30.0 kJ/mol.

Structure (XYZ):
```
48
Properties=species:S:1:pos:R:3:forces:R:3
H -0.33139 3.12703 0.19583 0.062 -0.054 -0.065
N 0.28293 1.87152 -1.40786 0.614 3.346 -1.342
B 0.85646 0.92186 -3.69278 -0.095 -0.142 0.499
N 0.79558 2.12111 -2.69643 -0.699 0.114 2.002
C 0.93357 3.44494 -2.83650 -0.283 0.163 0.314
V -0.12314 0.08081 -0.86732 -1.733 -0.543 1.627
H 1.33772 3.83469 -3.75442 -0.041 0.149 -0.040
C 0.48829 4.09237 -1.68162 0.066 -0.210 0.117
H 0.43821 5.14749 -1.46247 0.156 -0.045 -0.251
C 0.08967 3.08206 -0.79540 0.718 -1.272 -1.994
H 1.14302 1.22502 -4.81450 0.272 0.114 0.133
C -2.07809 -2.70943 0.72741 -0.025 0.052 -0.054
H -2.45687 -2.97852 1.72092 0.153 0.186 -0.203
H -1.05946 -3.09973 0.60700 -0.293 0.138 0.034
H -2.73770 -3.16582 -0.01887 0.167 0.139 0.088
N -0.57022 0.30510 -3.71900 -1.088 -0.743 0.952
N 1.80582 -0.15642 -3.06012 -0.367 -1.071 1.775
N -1.15606 -0.15093 -2.54247 -1.503 -0.088 -2.561
N 1.40929 -0.65530 -1.81001 2.476 -1.624 -1.588
C -1.40977 0.07952 -4.74392 -0.355 -0.184 0.648
C 2.82001 -0.91145 -3.50638 -0.069 -0.303 0.279
H -1.12708 0.37393 -5.73744 -0.031 -0.021 -0.144
H 3.27930 -0.68821 -4.45590 0.009 -0.050 0.003
C -2.57221 -0.52405 -4.25898 0.443 0.082 0.161
C 3.10098 -1.92565 -2.58479 -0.286 0.288 0.039
C -2.37511 -0.65930 -2.87476 1.696 0.791 -0.554
C 2.19538 -1.74273 -1.52711 -0.524 1.814 -1.675
H -3.42979 -0.83799 -4.82532 -0.016 0.019 -0.060
H 3.84141 -2.70631 -2.66101 0.005 0.157 -0.090
H -2.99199 -1.10239 -2.10892 -0.056 0.089 -0.051
H 2.03775 -2.32394 -0.63510 0.009 0.145 0.119
H -2.06848 -1.61086 0.60731 -0.099 -0.545 0.103
O -1.16613 1.09851 1.09489 1.057 -1.065 0.628
C -0.35556 0.29300 1.63208 -0.286 -0.715 -1.310
O 0.35534 -0.52761 0.89740 -0.002 0.566 2.317
C -0.18768 0.11734 3.10276 0.024 0.087 0.516
C 0.73179 -0.84117 3.55721 0.052 0.113 0.124
C 0.93303 -1.02825 4.91841 -0.355 0.255 0.675
C 0.17146 -0.27289 5.83071 -0.296 0.222 -2.105
C -0.75534 0.68908 5.37898 0.397 -0.440 0.471
C -0.93289 0.87752 4.01445 0.208 -0.102 -0.027
N 0.27052 -0.53869 7.23319 0.047 -0.363 3.050
O 1.06324 -1.42237 7.63207 -1.536 1.785 -0.883
O -0.47190 0.12643 7.99588 1.574 -1.381 -1.385
H 1.29185 -1.44521 2.83935 -0.254 0.371 0.227
H 1.65265 -1.74604 5.31209 -0.271 0.160 -0.205
H -1.31053 1.25368 6.12694 0.091 -0.167 -0.325
H -1.65785 1.60826 3.65452 0.266 -0.218 0.010
```
Forces are in eV/Å.

---

# C29H24Cl2GeN3O3SW

C29H24Cl2GeN3O3SW as an isolated structure (the ωB97M-V functional and the def2-TZVPD basis, OMol25).

The calculation puts the total energy at -4971.792168 hartree. The value obtained for the LUMO energy is -0.1909 hartree. The HOMO-LUMO gap comes out at 6.68 eV. The total charge is +1.

Structure (XYZ):
```
64
Properties=species:S:1:pos:R:3:forces:R:3
W 0.71990 0.23220 -1.00750 -1.003 -2.111 1.293
N 0.18160 -3.39560 1.41080 -0.120 -0.291 0.024
C 0.38310 -2.14810 1.00650 -0.340 1.096 -0.396
S -0.83030 -1.49190 -0.12730 0.573 0.208 -0.211
N 1.40280 -1.44440 1.39790 0.293 -0.649 0.785
N 1.36700 -0.14790 0.89400 -0.064 -1.160 0.582
C 1.92210 0.93850 1.69090 -0.314 1.090 0.218
C 1.21340 2.23650 1.75600 -0.458 -0.036 -0.339
C 1.56480 3.18720 2.70520 -0.150 -0.227 -0.083
C 0.97290 4.43710 2.69410 0.007 -0.038 -0.030
C 0.00600 4.74500 1.74730 0.000 -0.126 0.005
C -0.37000 3.80950 0.79870 -0.056 -0.505 -0.416
C 0.24440 2.55950 0.78530 0.588 0.706 1.362
O -0.01800 1.63670 -0.16620 -0.526 1.540 0.683
H -0.63060 -3.88410 1.06680 0.216 -0.085 0.116
H 0.77990 -3.82790 2.09580 -0.030 0.039 0.020
H 2.42810 0.61140 2.60070 -0.105 -0.091 -0.271
H 2.31610 2.93620 3.43720 0.068 0.009 0.114
H 1.27600 5.16950 3.42430 -0.031 0.111 0.092
H -0.46040 5.71770 1.74930 -0.044 0.070 -0.032
H -1.11340 4.02350 0.04480 -0.070 0.081 -0.010
Cl 2.09720 -1.52830 -1.56970 0.118 -0.304 -0.126
C 1.56870 1.12360 -2.80190 -1.003 0.249 -0.738
Cl 0.88970 2.76480 -2.58100 0.476 0.756 -0.587
C 0.49040 0.21950 -3.30230 1.098 -0.672 -3.860
O 0.55910 -0.60140 -4.17970 -0.165 0.906 0.461
O -0.51060 0.24760 -2.40250 -1.690 -0.381 0.027
H 2.45280 1.17360 -3.44630 0.050 -0.401 0.821
C 2.56010 0.51410 0.41130 1.270 -0.476 0.276
Ge 4.44760 -0.20520 0.25630 1.005 0.479 0.070
C 4.99660 -2.10820 0.42720 -0.411 1.006 -0.067
C 4.17500 -3.18540 0.70710 -0.147 -0.073 0.037
C 4.71080 -4.46200 0.76370 -0.051 -0.042 0.027
C 6.06400 -4.66390 0.54890 -0.021 0.003 0.012
C 6.88950 -3.58410 0.27670 0.122 -0.101 0.003
C 6.35800 -2.30910 0.21500 -0.123 0.276 -0.013
C 5.07490 0.97700 1.74000 -0.094 -0.464 -0.547
C 4.66940 2.31050 1.71480 0.026 -0.066 -0.148
C 4.99260 3.17390 2.74390 0.044 0.095 -0.016
C 5.72360 2.71110 3.82730 0.005 0.017 -0.025
C 6.13690 1.38930 3.86440 0.085 0.040 0.114
C 5.81920 0.52900 2.82430 -0.018 -0.172 -0.174
C 4.99200 0.55780 -1.49450 -0.031 -0.426 0.656
C 4.88370 -0.20420 -2.65430 0.014 -0.103 0.063
C 5.23820 0.32870 -3.88160 -0.017 -0.068 -0.068
C 5.71620 1.62660 -3.96090 0.003 0.018 0.013
C 5.86940 2.37720 -2.80640 0.041 0.089 -0.102
C 5.52230 1.84170 -1.57840 -0.092 -0.057 0.171
H 2.31630 1.20690 -0.47700 0.725 0.164 0.221
H 3.12170 -3.02590 0.87850 -0.046 -0.038 -0.002
H 4.06660 -5.30240 0.97450 -0.044 -0.094 0.019
H 6.47120 -5.66300 0.59570 0.056 -0.051 -0.013
H 7.94460 -3.73880 0.10760 0.081 0.006 -0.008
H 6.98920 -1.45590 -0.00150 0.176 -0.046 -0.064
H 4.09680 2.68570 0.87310 -0.057 0.088 0.024
H 4.67450 4.20530 2.69380 0.007 0.101 0.035
H 5.97760 3.38760 4.62880 0.036 0.022 0.108
H 6.71470 1.03260 4.70440 0.039 -0.050 0.045
H 6.15800 -0.49810 2.84290 0.019 -0.093 0.115
H 4.53850 -1.22650 -2.59630 0.005 -0.046 -0.071
H 5.14980 -0.27320 -4.77360 -0.002 -0.053 -0.083
H 5.99570 2.03870 -4.91770 0.023 0.072 -0.102
H 6.27340 3.37560 -2.86190 0.065 0.122 -0.004
H 5.69570 2.40850 -0.67490 -0.009 0.141 -0.007
```
Forces are in eV/Å.

---

# C36H37BrN2O3PdSSi

C36H37BrN2O3PdSSi as an isolated structure (the ωB97M-V functional and the def2-TZVPD basis, OMol25).

The calculation puts the total energy at -5118.271414 hartree. The multiplicity is 5. The value obtained for the LUMO energy (alpha / beta) is -0.2289 / -0.3036 hartree. The HOMO-LUMO gap (alpha / beta) comes out at 7.33 / 5.49 eV. The total charge is +2. As for the expectation value of S²: 6.08. The value obtained for the energy relative to the best compared isomer or geometry (same formula, charge and spin) is 27.6 kJ/mol.

Structure (XYZ):
```
82
Properties=species:S:1:pos:R:3:forces:R:3
Pd 0.06136 -1.65963 0.18369 0.840 1.444 -0.889
Br -5.48064 -3.51630 4.07088 0.358 0.000 -0.263
C -3.97073 -3.51403 2.96464 -0.580 -0.134 0.233
C -3.95245 -4.35049 1.82005 0.063 -0.036 -0.126
C -2.86618 -4.36130 1.00633 -0.262 -0.284 0.071
C -1.71559 -3.54931 1.28407 0.435 -0.094 0.083
O -0.70626 -3.61498 0.53070 -0.776 -0.609 0.113
C -1.75655 -2.69180 2.47840 -0.621 -0.017 -0.133
C -0.62413 -1.91789 2.89071 0.955 0.167 0.113
N 0.46358 -1.84956 2.18036 -1.153 -0.265 1.014
C 1.69505 -1.46308 2.65086 0.690 0.385 0.563
C 2.07706 -1.51987 3.98208 -0.306 0.026 -0.473
C 3.35393 -1.09734 4.36406 0.320 0.133 0.075
C 4.24165 -0.61190 3.43763 -0.084 -0.043 0.084
C 3.89994 -0.57585 2.06620 -0.274 -0.109 -0.097
C 4.75635 -0.08229 1.06026 0.008 -0.008 -0.125
C 4.34345 -0.09856 -0.24383 0.217 0.088 0.142
C 3.08967 -0.63926 -0.55828 -0.151 -0.095 0.026
N 2.26966 -1.11423 0.35404 -0.385 -0.017 -0.080
C 2.63203 -1.05088 1.66148 0.186 -0.027 0.238
C -2.89157 -2.70567 3.28109 0.538 0.219 -0.095
H -4.80411 -4.98190 1.60735 -0.026 0.035 0.015
H -2.82855 -4.99940 0.13375 0.049 0.037 -0.012
H -0.67797 -1.40205 3.85037 0.042 -0.218 0.134
H 1.39355 -1.91348 4.72325 0.024 0.000 0.016
H 3.64031 -1.15569 5.40526 -0.009 0.009 -0.007
H 5.22283 -0.26921 3.74058 -0.005 -0.008 0.014
H 5.72925 0.30835 1.33164 -0.003 0.004 -0.007
H 4.97170 0.29424 -1.03035 -0.030 -0.043 -0.035
H 2.75732 -0.68192 -1.58783 -0.054 0.029 0.015
H -2.92026 -2.09158 4.17245 -0.034 -0.015 0.005
C -3.23855 1.41524 0.02092 0.245 -0.056 -0.212
C -2.22753 2.26768 0.74588 -0.882 -0.028 0.629
C -1.82956 1.72150 2.09572 0.296 0.034 -0.113
C -2.49971 3.74421 0.72400 0.279 0.065 -0.223
Si -0.37381 1.96485 -0.42562 0.717 0.086 -0.431
O -0.04665 0.44661 -0.26298 -0.254 -0.394 0.251
C -1.02906 2.44428 -2.11293 0.182 0.003 0.550
C -1.41424 1.38785 -2.94146 -0.054 -0.030 -0.051
C -1.92213 1.63497 -4.20688 -0.016 -0.007 -0.010
C -2.06723 2.94213 -4.65400 0.008 -0.058 0.007
C -1.69756 3.99840 -3.83458 -0.010 0.109 0.018
C -1.18375 3.75325 -2.56942 0.051 0.054 -0.066
C 0.85408 3.01857 0.51983 -0.445 -0.057 -0.331
C 1.65637 2.35783 1.45240 0.028 -0.043 0.045
C 2.63647 3.04018 2.15446 0.019 0.003 0.009
C 2.82927 4.39807 1.93177 -0.016 -0.035 0.025
C 2.03639 5.06725 1.01135 -0.010 0.073 -0.050
C 1.05082 4.38405 0.31309 0.019 0.065 0.022
H -4.16152 1.40308 0.61299 0.026 0.036 0.067
H -2.89307 0.38466 -0.08624 -0.043 0.005 0.007
H -3.48177 1.80778 -0.96432 -0.011 0.014 0.002
H -2.72079 1.71349 2.73440 -0.041 0.043 -0.035
H -1.07213 2.33699 2.58164 -0.019 -0.025 0.007
H -1.46182 0.69895 2.01057 -0.007 -0.045 0.042
H -3.38189 3.93814 1.34672 -0.024 -0.074 0.026
H -2.72623 4.10443 -0.27911 -0.023 0.004 0.017
H -1.67551 4.32215 1.14380 -0.039 0.000 0.021
H -1.33590 0.37193 -2.57602 0.019 -0.040 0.013
H -2.21996 0.80930 -4.84116 -0.016 0.015 -0.004
H -2.47523 3.13623 -5.63704 0.010 0.011 0.001
H -1.81643 5.01778 -4.17773 0.018 -0.012 -0.011
H -0.89652 4.59544 -1.95129 -0.052 -0.028 -0.038
H 1.50798 1.29799 1.62440 -0.010 0.030 -0.017
H 3.24903 2.51364 2.87642 0.001 0.020 0.008
H 3.59184 4.93635 2.47905 0.004 -0.006 -0.006
H 2.18712 6.12383 0.83294 -0.004 -0.006 0.017
H 0.44121 4.92999 -0.39710 0.060 -0.015 0.032
O -0.73577 -1.85371 -1.79161 -0.115 -0.083 -0.107
S 0.49845 -1.86359 -2.69317 -0.037 -0.551 -0.748
C -0.15348 -2.31105 -4.33740 0.234 0.213 -0.004
C 0.75575 -3.41439 -4.85305 0.017 -0.083 0.088
C 0.95572 -4.37160 -3.68046 0.015 0.031 -0.050
C 1.29674 -3.50617 -2.46711 0.011 0.096 -0.174
H -0.16882 -1.42342 -4.96765 -0.039 0.029 0.060
H -1.17152 -2.65359 -4.14779 -0.009 -0.005 0.060
H 1.71633 -2.99405 -5.16082 -0.020 -0.020 -0.069
H 0.31512 -3.91162 -5.71592 0.011 0.048 -0.027
H 1.75581 -5.08191 -3.88276 -0.032 -0.047 0.055
H 0.04161 -4.93722 -3.49709 -0.006 0.011 0.008
H 2.36958 -3.32478 -2.38866 -0.012 0.038 0.020
H 0.92877 -3.90506 -1.52290 0.005 0.059 0.057
```
Forces are in eV/Å.

---

# CH2FNOS

A 2-piece molecular cluster, CH2FNOS overall (the ωB97M-V functional and the def2-TZVPD basis, OMol25).

The calculation puts the total energy at -667.281673 hartree. The value obtained for the LUMO energy is -0.0350 hartree. The HOMO-LUMO gap comes out at 9.71 eV. The total charge is 0. The value obtained for the energy relative to the best compared isomer or geometry (same formula, charge and spin) is 180.1 kJ/mol.

Structure (XYZ):
```
7
Properties=species:S:1:pos:R:3:forces:R:3
C -0.19904 0.71573 1.69998 1.099 3.337 0.684
N 0.53106 0.16071 0.80510 -0.382 -2.035 -1.232
O -1.24034 0.68823 2.18603 -0.252 -0.084 0.567
F 0.89026 2.25869 2.09185 -1.732 -2.920 -0.768
S 0.10471 -1.39748 -0.00127 1.627 1.219 0.874
H 1.43427 0.45776 0.55002 0.778 1.113 0.182
H 1.46729 -1.61485 0.07735 -1.138 -0.630 -0.307
```
Forces are in eV/Å.

---

Which of these has the highest total charge?
C36H37BrN2O3PdSSi